No. 1
Formula: C5H7N2S
Source: the OMol25 dataset
Level of theory: the ωB97M-V functional and the def2-TZVPD basis

Each line ends with the Löwdin charge.
Cartesian coordinates (Å):
C: 2.690691 1.351186 0.077688  -0.217
C: 1.611380 0.448427 -0.054034  -0.318
C: 2.180428 -0.784632 -0.104605  -0.225
C: 0.138556 0.619293 0.138130  -0.104
C: -0.601817 -1.574395 0.399010  0.123
N: 3.873906 0.807869 0.076987  -0.310
N: -0.695235 -0.451014 -0.498364  0.019
S: 3.903071 -0.826103 -0.037687  1.033
H: 2.846810 2.433734 0.310739  0.147
H: -0.156996 0.498955 1.141159  0.107
H: -0.124302 1.656766 -0.122499  0.155
H: -0.683288 -2.523741 -0.009073  0.066
H: -0.654667 -1.497892 1.519375  0.134
H: -1.758678 -0.185835 -0.664477  0.253
H: -0.460173 -0.573573 -1.417943  0.139

Forces on the atoms, in the same order (eV/Å):
C 1.276 1.765 0.559
C -0.338 -1.276 0.390
C 0.545 -1.093 -0.094
C 0.227 2.333 -0.528
C 0.540 -0.332 1.185
N 1.202 -0.172 0.031
N -3.335 1.615 2.668
S -2.045 0.378 -0.206
H -1.374 -0.773 -0.549
H 0.063 0.264 1.462
H -0.430 -0.579 -0.448
H -0.133 -1.499 -0.894
H 0.009 0.655 -1.589
H 2.161 -0.015 1.027
H 1.633 -1.271 -3.013

E_HOMO (alpha / beta) ... -13.6 / -13.6 eV
Spin multiplicity ... 1
Total charge ... +1
F_max ... 4.57 eV/A
LUMO level (alpha / beta) ... -5.4 / -5.3 eV


No. 2
Formula: C10H18BrFNO6P2PdTe
Source: the OMol25 dataset
Level of theory: the ωB97M-V functional and the def2-TZVPD basis

Each line ends with the Löwdin charge.
Cartesian coordinates (Å):
Pd: -0.244626 -0.294478 -0.185216  0.817
N: 1.639453 2.946109 1.852825  0.146
C: 1.679886 1.502849 2.357927  -0.473
C: 2.560696 1.409275 3.592819  -0.107
P: -0.136824 1.117880 2.805595  0.266
O: -0.868361 2.278508 1.995320  -0.245
O: -0.234439 1.324161 4.268513  -0.318
O: -0.476419 -0.204444 2.166064  -0.526
P: 2.327153 0.568653 0.893101  0.274
O: 3.931705 0.833836 0.992899  -0.160
O: 1.775487 1.389954 -0.250436  -0.358
O: 2.078197 -0.895531 0.951528  -0.341
H: 2.404870 3.509887 2.209305  0.150
H: 0.706283 3.329065 2.067535  0.124
H: 1.681483 2.844020 0.815086  0.110
H: 2.122105 1.967144 4.419672  0.069
H: 3.579935 1.743955 3.381867  0.067
H: 2.605585 0.366025 3.905702  0.093
H: -1.279693 1.904581 1.071629  0.003
H: 4.367852 -0.023547 1.060253  0.068
Br: 0.170848 -1.100327 -6.911437  0.646
C: 0.066181 -0.898335 -5.013683  -0.712
C: 0.577348 0.243589 -4.423124  -0.153
C: 0.492580 0.382810 -3.042031  -0.126
C: -0.092502 -0.594367 -2.233806  -0.239
C: -0.589823 -1.728918 -2.876158  -0.143
C: -0.518293 -1.895855 -4.257339  -0.159
H: 1.035125 1.013254 -5.031538  0.089
H: 0.906785 1.272632 -2.581586  0.075
H: -1.052849 -2.519579 -2.295765  0.048
H: -0.912720 -2.784979 -4.732625  0.088
C: -2.879287 -3.485806 -0.542718  -0.475
Te: -1.841331 -2.326505 0.925924  1.316
C: -3.487475 -1.027472 1.233613  -0.413
H: -3.763250 -3.939201 -0.097940  -0.009
H: -2.216205 -4.271167 -0.901790  -0.010
H: -3.167313 -2.846504 -1.374854  -0.004
H: -3.968694 -0.849584 0.275022  0.011
H: -3.062315 -0.099578 1.601617  -0.018
H: -4.181881 -1.462220 1.947438  -0.003
F: -1.735254 1.300227 -0.039215  -0.468

Forces on the atoms, in the same order (eV/Å):
Pd -0.029 -0.068 0.236
N -0.047 -0.047 0.020
C -0.002 0.066 0.072
C -0.011 -0.022 -0.015
P 0.003 -0.112 -0.034
O -0.086 0.000 -0.216
O -0.001 0.026 -0.024
O -0.007 0.019 0.050
P -0.232 -0.065 -0.130
O 0.036 0.032 -0.012
O 0.035 0.025 0.083
O 0.093 -0.026 -0.035
H -0.005 0.009 0.007
H 0.039 0.024 0.022
H 0.009 -0.023 -0.061
H -0.003 0.007 -0.003
H -0.003 0.000 0.001
H 0.007 -0.002 -0.003
H 0.036 0.037 0.174
H 0.007 0.016 0.012
Br 0.002 -0.005 -0.012
C -0.004 -0.009 0.008
C -0.011 0.007 0.006
C 0.033 0.028 -0.007
C -0.078 -0.104 0.005
C 0.019 0.020 -0.056
C 0.002 0.014 0.019
H -0.001 -0.002 -0.001
H -0.006 -0.017 -0.008
H 0.026 0.001 -0.013
H 0.004 -0.002 -0.007
C -0.054 0.017 -0.017
Te 0.123 0.104 -0.107
C 0.016 0.018 -0.004
H 0.005 -0.003 0.008
H 0.005 0.006 0.001
H -0.001 -0.005 0.004
H 0.030 0.016 -0.005
H -0.013 0.032 0.017
H -0.001 -0.007 0.004
F 0.066 -0.003 0.020

E_HOMO (alpha / beta) ... -4.1 / -5.5 eV
Spin multiplicity ... 3
Total charge ... -1
Expectation value of S² ... 2.0070
F_max ... 0.27 eV/A
LUMO level (alpha / beta) ... 2.4 / 2.2 eV


No. 3
Formula: H33O17
Source: the OMol25 dataset
Level of theory: the ωB97M-V functional and the def2-TZVPD basis

Each line ends with the Löwdin charge.
Cartesian coordinates (Å):
O: -5.479481 3.122941 0.528252  -0.060
H: -5.319052 2.185375 0.628617  0.022
H: -4.928356 3.488592 -0.168451  0.023
O: -2.179506 -0.463186 -0.807324  -0.127
H: -3.102815 -0.232582 -0.776243  0.013
H: -1.746515 0.035222 -0.019795  -0.041
O: 2.615474 -2.203127 -4.988240  -0.076
H: 2.010728 -1.558655 -4.601404  0.002
H: 3.049798 -2.674259 -4.282478  0.017
O: -0.731528 0.645128 -3.650564  -0.064
H: -1.126531 0.604671 -2.763060  0.014
H: -1.238870 1.331125 -4.091094  0.040
O: -2.331169 2.750099 -1.346006  -0.052
H: -1.584077 3.345930 -1.455788  0.006
O: 3.341599 -2.984796 0.798156  -0.049
H: 3.429014 -2.118787 0.391014  0.021
H: 3.368518 -2.855233 1.748328  0.002
O: 2.267464 -2.549913 3.793439  -0.051
H: 2.339407 -1.946503 3.041266  0.005
H: 1.329316 -2.766362 3.814599  0.013
O: -1.004403 0.774072 1.046251  -0.337
H: -1.421459 0.453805 1.844101  -0.003
H: -2.089483 2.103119 -0.670404  -0.001
O: -1.351100 5.229931 2.256215  -0.080
H: -0.721463 5.277598 1.539270  0.005
H: -1.678606 4.335309 2.171440  0.006
O: 3.205156 0.798329 -0.374973  -0.055
H: 2.522309 1.423345 -0.653846  0.046
H: 3.038958 0.114941 -1.034757  0.032
O: -0.217338 3.150678 1.203980  -0.154
H: -0.237521 2.871221 2.126300  0.032
H: -0.592275 2.247228 0.866936  -0.007
O: -0.636337 -2.631384 -0.321289  -0.054
H: -0.475214 -2.418923 -1.248127  -0.002
H: -0.192889 -1.793395 -0.095263  0.030
O: 1.486247 0.073732 1.612339  -0.095
H: 0.514764 0.142941 1.538393  -0.026
H: 2.122683 0.742455 1.374258  -0.002
O: 0.590979 -5.440206 2.029559  -0.047
H: -0.321555 -5.745751 2.064086  0.045
H: 0.603760 -4.935562 1.224451  0.023
O: 0.394898 4.587532 -2.131791  -0.047
H: 0.455985 4.435133 -1.184527  0.023
H: 1.163097 4.341501 -2.644679  0.034
O: 1.285490 -1.471893 -2.732010  -0.031
H: 0.820814 -0.634991 -2.873274  0.027
H: 0.664947 -1.978060 -2.211317  0.012
O: -1.019527 -3.468920 3.116251  -0.061
H: -1.125334 -2.519827 2.981080  0.037
H: -0.143604 -3.594500 2.725585  -0.009

Forces on the atoms, in the same order (eV/Å):
O -0.598 0.493 0.338
H 0.375 -0.058 -0.321
H 0.319 -0.455 -0.034
O 0.343 0.372 -0.313
H -0.454 0.073 -0.106
H -0.010 -0.214 -0.220
O 0.126 0.202 -1.208
H 0.226 -0.540 0.370
H -0.155 0.106 0.503
O 0.087 -0.126 0.408
H -0.214 -0.065 -0.025
H 0.034 0.087 -0.015
O -0.359 -0.063 -0.203
H 0.122 -0.040 0.082
O 0.059 -0.284 -0.359
H -0.104 0.146 0.231
H 0.025 -0.015 0.109
O 0.119 0.048 -0.275
H -0.265 0.384 0.191
H 0.032 -0.080 0.166
O -0.112 -0.608 -0.292
H -0.386 0.191 0.325
H 0.193 0.048 0.042
O -0.469 0.926 0.614
H 0.208 -0.166 -0.152
H -0.056 -0.182 -0.196
O -0.092 0.353 -0.827
H 0.085 0.267 0.371
H 0.212 -0.442 0.144
O -0.275 -1.107 -0.741
H 0.458 0.402 0.172
H 0.495 0.691 0.507
O 1.432 0.744 -0.486
H -1.270 -1.115 -0.450
H -0.358 -0.110 1.501
O 0.804 -2.384 1.312
H 0.120 1.610 -0.784
H -0.808 0.469 -0.394
O -0.078 -0.411 0.394
H -0.038 -0.019 0.190
H 0.277 0.450 -0.811
O -1.150 0.458 -0.303
H 0.754 -0.274 -0.066
H 0.339 -0.280 0.600
O 0.093 0.667 0.197
H -0.110 0.105 -0.202
H 0.200 -0.309 -0.024
O 0.436 0.745 0.031
H -0.490 0.020 0.058
H -0.123 -0.709 -0.051

E_HOMO ... -7.2 eV
Spin multiplicity ... 1
Total charge ... -1
F_max ... 2.84 eV/A
LUMO level ... 2.2 eV